Density functional theory data (ωB97M-V/def2-TZVPD) for C5H12N2 as an isolated structure in a non-equilibrium geometry.

Structure (XYZ):
```
19
C5H12N2 | OMol25 | ωB97M-V/def2-TZVPD
C -2.354 -0.354 0.070
C -1.026 -0.971 -0.530
C 0.181 -0.245 -0.218
C 1.390 -0.921 -0.043
N 2.552 -0.206 0.377
C 2.412 1.212 0.422
N -2.397 1.146 -0.227
H -2.394 -1.140 1.092
H -3.052 -0.762 -0.559
H -1.295 -0.986 -1.633
H -0.792 -2.021 -0.286
H 0.181 0.839 -0.324
H 1.345 -2.022 -0.188
H 3.292 -0.410 -0.297
H 1.456 1.460 0.871
H 2.356 1.783 -0.511
H 3.222 1.634 1.044
H -1.813 0.543 0.739
H -3.261 1.421 0.201
```

## Properties
* energy above the lowest of the compared OMol25 structures with the same formula, charge and spin: 598.5 kJ/mol
* LUMO: 0.98 eV
* E_tot: -8353.9334 eV
* HOMO level: -8.00 eV
* max |F|: 0.115 Eh/bohr
* frontier orbital gap: 0.3302 Ha
* net charge: 0